C4H12 | ωB97M-V with the def2-TZVPD basis set

Computed properties:
Electronic energy   -159.5781 hartree
HOMO energy   -11.8 eV
ΔE to the lowest compared entry with this formula, charge and spin   0.186 eV

XYZ file:
```
16
Properties=species:S:1:pos:R:3:lowdin_charge:R:1
H -1.683 0.539 0.614 0.06
H 2.672 -1.995 -0.867 0.06
H 1.161 -2.840 1.154 0.06
H -1.007 1.905 1.576 0.06
C 1.584 -1.994 -0.819 -0.16
C 1.193 -1.868 0.649 -0.18
H 0.182 -1.490 0.833 0.05
H -1.345 3.443 -0.283 0.06
C -1.687 2.419 -0.430 -0.18
H -2.774 2.502 -0.447 0.06
H 1.279 -2.953 -1.235 0.06
H -0.069 1.216 0.266 0.05
C -1.082 1.445 0.592 -0.17
H 1.127 -1.189 -1.387 0.06
H -1.412 2.088 -1.432 0.06
H 1.862 -1.227 1.217 0.06
```